Arrangement a

{
  "formula": "C2H7O2P",
  "method": "ωB97M-V with the def2-TZVPD basis set",
  "smiles": "CCOOP",
  "charge": 0,
  "orbital_gap_ev": 10.59,
  "species": ["C", "C", "O", "O", "P", "H", "H", "H", "H", "H", "H", "H"],
  "positions_angstrom": [[-0.4138, -0.4452, 1.3640], [-1.0679, 0.5804, 0.4045], [-0.1140, 0.9756, -0.7437], [-0.0182, -0.1590, -1.5898], [1.5423, -0.6395, -2.0463], [-1.2047, -1.1938, 1.6507], [0.4450, -0.9996, 0.8596], [-0.1304, 0.0773, 2.2499], [-1.1617, 1.6098, 0.9518], [-1.9871, 0.2947, 0.0396], [2.1230, 0.5265, -2.4541], [1.9876, -0.6271, -0.6862]]
}

Arrangement b

{
  "formula": "C2H7O2P",
  "method": "ωB97M-V with the def2-TZVPD basis set",
  "charge": 0,
  "orbital_gap_ev": [8.62, 8.62],
  "species": ["C", "C", "O", "O", "P", "H", "H", "H", "H", "H", "H", "H"],
  "positions_angstrom": [[0.4052, 1.8357, 1.3527], [-1.0188, -1.7034, -0.8680], [1.3984, 0.8930, 1.0954], [0.0623, -1.6740, -0.0458], [1.4010, 0.1839, -0.3509], [-0.4771, 1.6568, 0.6737], [0.8769, 2.7879, 1.5997], [-0.0889, 1.5160, 2.2570], [-1.6764, -2.5946, -0.4946], [-0.6964, -1.8301, -1.9430], [-1.7244, -0.9596, -0.6716], [2.5451, -0.6058, 0.1324]]
}

So which one wins? Going from most stable to least: arrangement b, arrangement a.

Arrangement a

{
  "formula": "C23H28BeClN2O3Sb",
  "method": "ωB97M-V with the def2-TZVPD basis set",
  "charge": 0,
  "orbital_gap_ev": 8.72,
  "species": ["Be", "O", "C", "C", "O", "O", "C", "C", "C", "C", "C", "C", "C", "C", "C", "C", "C", "C", "H", "H", "H", "H", "H", "H", "H", "H", "H", "H", "H", "C", "Sb", "C", "C", "H", "H", "H", "H", "H", "H", "H", "H", "H", "Cl", "C", "H", "H", "N", "C", "C", "C", "N", "C", "C", "H", "H", "H", "H", "H", "H"],
  "positions_angstrom": [[0.6725, 1.4533, -1.3168], [1.7017, 0.7079, 0.0100], [2.2035, -0.5623, -0.4949], [1.2513, -0.9268, -1.6744], [1.2640, -2.0368, -2.1553], [0.5487, 0.0786, -2.0747], [2.1895, -1.6110, 0.6067], [2.5606, -2.9239, 0.3218], [2.5802, -3.8769, 1.3269], [2.2419, -3.5349, 2.6310], [1.8978, -2.2253, 2.9229], [1.8753, -1.2664, 1.9161], [3.6197, -0.3212, -1.0079], [3.9312, -0.3010, -2.3626], [5.2215, 0.0018, -2.7756], [6.2069, 0.2925, -1.8447], [5.9028, 0.2720, -0.4908], [4.6182, -0.0400, -0.0759], [2.4611, 1.2941, 0.1369], [2.8196, -3.1957, -0.6907], [2.8607, -4.8948, 1.0887], [2.2566, -4.2836, 3.4126], [1.6481, -1.9396, 3.9372], [1.5950, -0.2485, 2.1469], [3.1743, -0.5269, -3.1019], [5.4537, 0.0132, -3.8324], [7.2107, 0.5295, -2.1720], [6.6687, 0.4865, 0.2431], [4.3907, -0.0901, 0.9838], [-3.7880, -1.3481, 1.2085], [-1.6730, -1.2121, 1.6347], [-1.8973, -2.2474, 3.5059], [-1.1769, -2.9699, 0.5144], [-4.1635, -2.2897, 1.6101], [-3.9460, -1.3387, 0.1304], [-4.3417, -0.5198, 1.6510], [-2.5950, -3.0740, 3.3729], [-2.2824, -1.5689, 4.2666], [-0.9400, -2.6433, 3.8451], [-1.9831, -3.6958, 0.6283], [-0.2479, -3.3985, 0.8892], [-1.0445, -2.7387, -0.5423], [0.5259, 4.2668, -2.3383], [1.5896, 2.8927, -1.7839], [2.2341, 3.3359, -1.0173], [2.2421, 2.6866, -2.6358], [-4.7281, 2.6630, 0.6779], [-3.4897, 2.3919, 0.1882], [-2.3559, 3.0717, 0.6511], [-1.1277, 2.7485, 0.1322], [-0.9438, 1.7839, -0.7785], [-2.0223, 1.1280, -1.2174], [-3.2957, 1.4059, -0.7874], [-4.8740, 3.4516, 1.2802], [-5.5385, 2.2433, 0.2617], [-2.4387, 3.8534, 1.3940], [-0.2391, 3.2773, 0.4503], [-1.8292, 0.3582, -1.9537], [-4.1330, 0.8530, -1.1900]]
}

Arrangement b

{
  "formula": "C23H28BeClN2O3Sb",
  "method": "ωB97M-V with the def2-TZVPD basis set",
  "charge": 0,
  "orbital_gap_ev": 8.80,
  "species": ["Be", "O", "C", "C", "O", "O", "C", "C", "C", "C", "C", "C", "C", "C", "C", "C", "C", "C", "H", "H", "H", "H", "H", "H", "H", "H", "H", "H", "H", "C", "Sb", "C", "C", "H", "H", "H", "H", "H", "H", "H", "H", "H", "Cl", "C", "H", "H", "N", "C", "C", "C", "N", "C", "C", "H", "H", "H", "H", "H", "H"],
  "positions_angstrom": [[0.1672, -0.3718, -2.2456], [0.5326, 0.0043, 0.8290], [-0.4635, -0.9583, 1.1386], [-0.8735, -1.7411, -0.1721], [-1.7459, -2.5822, -0.0980], [-0.2267, -1.4703, -1.2588], [-1.6916, -0.2250, 1.6773], [-2.8190, -0.9360, 2.0843], [-3.9266, -0.2657, 2.5780], [-3.9251, 1.1197, 2.6736], [-2.8033, 1.8298, 2.2783], [-1.6913, 1.1608, 1.7844], [0.0834, -1.9084, 2.2038], [0.0077, -3.2940, 2.1218], [0.5858, -4.0873, 3.1049], [1.2423, -3.5137, 4.1813], [1.3044, -2.1312, 4.2819], [0.7268, -1.3387, 3.3041], [1.3308, -0.2357, 1.3106], [-2.8305, -2.0128, 1.9966], [-4.7938, -0.8280, 2.9010], [-4.7932, 1.6387, 3.0611], [-2.7940, 2.9106, 2.3583], [-0.8171, 1.7214, 1.4818], [-0.5052, -3.7608, 1.2934], [0.5254, -5.1651, 3.0213], [1.6990, -4.1367, 4.9395], [1.8009, -1.6697, 5.1261], [0.7617, -0.2595, 3.4113], [3.6417, -0.1781, 0.2097], [2.6829, -0.0264, -1.7333], [4.0835, 1.4502, -2.4535], [3.7567, -1.7150, -2.5060], [4.7230, -0.2225, 0.0886], [3.3145, -1.0856, 0.7217], [3.4013, 0.6906, 0.8262], [5.0991, 1.1334, -2.2202], [3.8941, 2.4106, -1.9723], [3.9775, 1.5666, -3.5297], [4.8246, -1.5654, -2.3524], [3.5560, -1.8358, -3.5686], [3.4387, -2.6155, -1.9810], [1.4583, 0.3263, -4.8027], [0.0921, -0.6158, -4.0463], [0.1972, -1.6244, -4.4473], [-0.7860, -0.1987, -4.5429], [-3.1484, 4.4926, -1.5580], [-2.3676, 3.3895, -1.7031], [-0.9868, 3.4977, -1.9282], [-0.2309, 2.3557, -2.0356], [-0.7404, 1.1246, -1.9312], [-2.0574, 1.0162, -1.7175], [-2.8959, 2.0967, -1.6024], [-2.7695, 5.3977, -1.7644], [-4.1464, 4.3976, -1.5331], [-0.5193, 4.4701, -2.0121], [0.8342, 2.4186, -2.2205], [-2.4436, 0.0062, -1.6377], [-3.9511, 1.9493, -1.4138]]
}

So which one wins? Going from most stable to least: arrangement a, arrangement b.

Arrangement a

{
  "formula": "C30H40N2O4PRhS3Si",
  "method": "ωB97M-V with the def2-TZVPD basis set",
  "multiplicity": 5,
  "s2": 6.03,
  "charge": 2,
  "orbital_gap_ev": [8.66, 5.83],
  "species": ["Rh", "C", "Si", "C", "C", "C", "C", "C", "C", "N", "C", "S", "H", "H", "H", "H", "H", "H", "H", "H", "H", "H", "H", "H", "N", "S", "C", "C", "C", "C", "C", "C", "C", "C", "C", "C", "C", "C", "H", "H", "H", "H", "H", "H", "H", "H", "H", "H", "H", "C", "S", "O", "C", "C", "C", "C", "C", "C", "H", "H", "H", "H", "H", "H", "H", "H", "C", "O", "P", "O", "C", "O", "C", "H", "H", "H", "H", "H", "H", "H", "H", "H"],
  "positions_angstrom": [[-0.0139, 0.2011, -0.1105], [0.5260, -4.4802, 4.9317], [0.3351, -4.6712, 3.0769], [2.0041, -4.6673, 2.2348], [-0.6307, -6.2151, 2.6312], [-0.8090, -3.2022, 2.5531], [-2.0535, -3.1440, 3.2057], [-2.9514, -2.1306, 2.9566], [-2.6124, -1.1418, 2.0212], [-1.4656, -1.1554, 1.3844], [-0.5769, -2.1526, 1.6470], [0.9014, -1.9125, 0.8145], [1.1295, -5.3037, 5.3175], [-0.4264, -4.5095, 5.4617], [1.0321, -3.5528, 5.2004], [2.5634, -5.5206, 2.6263], [2.5894, -3.7740, 2.4452], [1.9350, -4.7908, 1.1549], [-0.1166, -7.0951, 3.0208], [-0.7163, -6.3328, 1.5524], [-1.6362, -6.2167, 3.0541], [-2.3103, -3.9044, 3.9330], [-3.8986, -2.0765, 3.4754], [-3.2872, -0.3204, 1.8098], [-1.2929, -0.3480, -1.7065], [-2.7162, -1.0995, -1.6126], [-2.4353, -2.8586, -1.5364], [-1.5015, -3.4634, -2.3696], [-1.3099, -4.8304, -2.2827], [-2.0529, -5.5789, -1.3762], [-2.9795, -4.9659, -0.5480], [-3.1717, -3.5929, -0.6214], [-3.4197, -0.9227, -3.2500], [-3.1482, 0.2395, -3.9571], [-3.7496, 0.4288, -5.1921], [-4.6169, -0.5262, -5.6993], [-4.8911, -1.6769, -4.9729], [-4.2933, -1.8834, -3.7399], [-0.7582, -0.6721, -2.5114], [-0.9447, -2.8787, -3.0929], [-0.5997, -5.3205, -2.9344], [-1.9124, -6.6501, -1.3246], [-3.5625, -5.5556, 0.1460], [-3.9040, -3.1043, 0.0091], [-2.4796, 0.9840, -3.5479], [-3.5465, 1.3299, -5.7543], [-5.0850, -0.3727, -6.6614], [-5.5716, -2.4182, -5.3668], [-4.5031, -2.7852, -3.1805], [3.8288, 1.7720, -2.4194], [2.8791, 0.5234, -1.5554], [1.7007, 1.3143, -0.9704], [2.1990, -0.3849, -2.9280], [2.5218, -1.7305, -3.0355], [1.9778, -2.4747, -4.0760], [1.1120, -1.8732, -4.9759], [0.7829, -0.5259, -4.8510], [1.3307, 0.2282, -3.8272], [3.1959, 2.3020, -3.1258], [4.6532, 1.2766, -2.9304], [4.2195, 2.4526, -1.6654], [3.1982, -2.1877, -2.3251], [2.2379, -3.5188, -4.1847], [0.6958, -2.4515, -5.7900], [0.1102, -0.0651, -5.5619], [1.0770, 1.2745, -3.7146], [1.1865, 3.9292, 1.0630], [0.6872, 2.9100, 1.9548], [-0.4857, 1.9213, 1.5559], [-1.7087, 2.8604, 1.1966], [-2.6253, 2.6268, 0.1199], [-0.9143, 1.3667, 2.9815], [0.0624, 0.7448, 3.8344], [1.7730, 4.6041, 1.6789], [0.3550, 4.4716, 0.6153], [1.8037, 3.4683, 0.2944], [-2.9810, 3.6010, -0.2050], [-3.4668, 2.0338, 0.4765], [-2.1334, 2.1157, -0.7129], [-0.4922, 0.2053, 4.5980], [0.6884, 1.5063, 4.2940], [0.6865, 0.0486, 3.2670]]
}

Arrangement b

{
  "formula": "C30H40N2O4PRhS3Si",
  "method": "ωB97M-V with the def2-TZVPD basis set",
  "multiplicity": 5,
  "s2": 6.03,
  "charge": 2,
  "orbital_gap_ev": [8.06, 5.62],
  "species": ["Rh", "C", "Si", "C", "C", "C", "C", "C", "C", "N", "C", "S", "H", "H", "H", "H", "H", "H", "H", "H", "H", "H", "H", "H", "N", "S", "C", "C", "C", "C", "C", "C", "C", "C", "C", "C", "C", "C", "H", "H", "H", "H", "H", "H", "H", "H", "H", "H", "H", "C", "S", "O", "C", "C", "C", "C", "C", "C", "H", "H", "H", "H", "H", "H", "H", "H", "C", "O", "P", "O", "C", "O", "C", "H", "H", "H", "H", "H", "H", "H", "H", "H"],
  "positions_angstrom": [[-1.0477, 0.4023, 0.6139], [3.7658, 5.1681, 1.9737], [3.3387, 4.0068, 0.5186], [2.1320, 4.8646, -0.6652], [4.9410, 3.5136, -0.4140], [2.7389, 2.3415, 1.2789], [3.5267, 1.7312, 2.2540], [3.1303, 0.5502, 2.8573], [1.9213, -0.0135, 2.4688], [1.1586, 0.5310, 1.5403], [1.5474, 1.6794, 0.9597], [0.4154, 2.1998, -0.2470], [4.1827, 6.0953, 1.5930], [4.4927, 4.7393, 2.6553], [2.8800, 5.4215, 2.5481], [2.5646, 5.8040, -1.0007], [1.1869, 5.0971, -0.1835], [1.9212, 4.2674, -1.5471], [5.4225, 4.4017, -0.8076], [4.7131, 2.8590, -1.2483], [5.6516, 3.0087, 0.2306], [4.4609, 2.1881, 2.5422], [3.7306, 0.0834, 3.6205], [1.5732, -0.9396, 2.9013], [-0.4310, -1.3079, -0.5603], [0.8304, -2.2737, -0.2559], [2.2607, -1.4386, -1.0076], [2.1534, -0.8287, -2.2459], [3.2453, -0.1464, -2.7523], [4.4259, -0.0795, -2.0295], [4.5175, -0.6811, -0.7836], [3.4276, -1.3628, -0.2649], [0.5619, -3.5984, -1.4580], [-0.7406, -4.0611, -1.5733], [-1.0312, -5.0210, -2.5253], [-0.0262, -5.5024, -3.3499], [1.2773, -5.0627, -3.1907], [1.5868, -4.1114, -2.2323], [-0.7363, -1.3534, -1.5288], [1.2345, -0.8829, -2.8106], [3.1738, 0.3266, -3.7179], [5.2770, 0.4464, -2.4336], [5.4325, -0.6285, -0.2147], [3.4812, -1.8353, 0.7043], [-1.5136, -3.6741, -0.9265], [-2.0379, -5.3923, -2.6242], [-0.2512, -6.2349, -4.1080], [2.0596, -5.4562, -3.8181], [2.6048, -3.7762, -2.1049], [-3.5342, 0.4120, 4.4930], [-3.4374, 0.6432, 2.6745], [-2.0900, 1.2492, 2.4045], [-3.1273, -1.1067, 2.2830], [-4.1693, -1.8854, 1.8136], [-3.9680, -3.2421, 1.6086], [-2.7277, -3.8044, 1.8748], [-1.6799, -3.0119, 2.3167], [-1.8645, -1.6489, 2.5139], [-2.7448, -0.2267, 4.8716], [-4.5082, -0.0256, 4.6909], [-3.4836, 1.3926, 4.9551], [-5.1278, -1.4257, 1.6291], [-4.7811, -3.8600, 1.2629], [-2.5840, -4.8678, 1.7546], [-0.7307, -3.4686, 2.5509], [-1.0696, -1.0458, 2.9457], [-5.3052, 2.1332, -0.0152], [-4.1533, 1.3144, 0.2546], [-2.9686, 1.0298, -0.7887], [-2.8879, 2.4490, -1.4935], [-2.0762, 2.7988, -2.6079], [-3.6534, 0.2008, -2.0101], [-3.9508, -1.1826, -1.9425], [-6.1293, 1.5075, -0.3574], [-5.0737, 2.8902, -0.7615], [-5.5739, 2.6056, 0.9290], [-2.6954, 2.7935, -3.5026], [-1.2361, 2.1195, -2.7435], [-1.7038, 3.8047, -2.4227], [-3.7214, -1.6059, -2.9202], [-5.0120, -1.3232, -1.7250], [-3.3612, -1.6768, -1.1665]]
}

So which one wins? Going from most stable to least: arrangement a, arrangement b.

Arrangement a

{
  "formula": "CH4FN2O",
  "method": "ωB97M-V with the def2-TZVPD basis set",
  "charge": -1,
  "orbital_gap_ev": 10.49,
  "species": ["C", "N", "N", "O", "F", "H", "H", "H", "H"],
  "positions_angstrom": [[-1.0559, 0.6887, -1.4257], [-1.5172, -0.3920, -1.3997], [0.9387, 1.2440, 1.0472], [1.1991, -0.1206, 1.2785], [-0.0833, -2.1610, -0.4236], [-0.1015, 1.4090, 1.1287], [0.5372, -0.7925, 0.8048], [-1.0253, -1.2964, -1.0087], [1.1083, 1.4208, -0.0015]]
}

Arrangement b

{
  "formula": "CH4FN2O",
  "method": "ωB97M-V with the def2-TZVPD basis set",
  "charge": -1,
  "orbital_gap_ev": 8.99,
  "species": ["C", "N", "N", "O", "F", "H", "H", "H", "H"],
  "positions_angstrom": [[0.0200, -1.0070, -0.2105], [-1.5638, -0.0554, -0.0063], [1.0378, -0.2609, 0.0752], [2.2679, -0.5112, -0.2541], [0.4650, 1.8472, 1.0532], [-0.0674, -1.7589, -0.9580], [-1.4979, 0.4105, -0.8908], [-1.3778, 0.6028, 0.7523], [0.7162, 0.7330, 0.4391]]
}

Arrangement c

{
  "formula": "CH4FN2O",
  "method": "ωB97M-V with the def2-TZVPD basis set",
  "charge": -1,
  "orbital_gap_ev": [7.51, 7.50],
  "species": ["C", "N", "N", "O", "F", "H", "H", "H", "H"],
  "positions_angstrom": [[0.3201, -0.5550, -0.4264], [-0.8126, -0.4676, -0.9164], [1.8373, 0.5194, 1.1449], [2.0629, 1.7489, 0.8352], [-2.8403, 0.1011, 0.4274], [1.1337, -0.7444, -1.0711], [-1.2101, -0.7922, -1.7809], [-1.6632, -0.2777, -0.1378], [1.1723, 0.4675, 1.9252]]
}

So which one wins? Going from most stable to least: arrangement a, arrangement b, arrangement c.